Molecular formula: C3H6Cl2N
Method: DFT, wB97M-V/def2-TZVPD

```
12
Properties=species:S:1:pos:R:3
C -1.07 -0.87 -0.12
N -0.03 0.13 0.09
C 1.34 -0.29 -0.25
C -0.31 1.35 0.49
Cl 0.98 2.45 0.76
Cl -1.98 1.86 0.68
H -1.78 -0.55 -0.91
H -0.61 -1.82 -0.42
H -1.65 -1.03 0.83
H 1.58 -1.29 0.13
H 1.39 -0.36 -1.35
H 2.13 0.42 0.06
```

Summary:
- Net charge: +1
- E_LUMO: -5.185 eV
- Structure (SMILES): C[N+](C)=C(Cl)Cl
- Kohn-Sham gap: 10.8 eV
- Largest force on an atom: 2.19 eV Å⁻¹
- ΔE to the lowest compared entry with this formula, charge and spin: 2.3 kcal/mol